The following is a DFT calculation (ωB97M-V/def2-TZVPD) of C18H19N3O5Re as an isolated structure in a non-equilibrium geometry.

As for the molar mass: 543.6 g/mol. Its net charge is +2. The energy comes out at -35796.0419 eV. The calculation puts the frontier orbital gap (alpha / beta) at 5.16 / 5.52 eV. Its HOMO energy (alpha / beta) is -13.9 / -13.9 eV. The multiplicity is 2.

```
46
C18H19N3O5Re, DFT ωB97M-V/def2-TZVPD
Re 0.82 -0.47 -0.60
N 1.31 -1.77 -2.26
C 2.61 -2.47 -2.00
C 2.88 -2.53 -0.50
O 3.63 -3.30 0.00
N 2.17 -1.53 0.20
C 2.55 -1.29 1.59
C 1.51 -0.36 2.20
O 1.45 -0.07 3.34
O 0.66 0.12 1.25
H 0.57 -2.46 -2.32
H 1.36 -1.33 -3.18
H 3.43 -1.90 -2.44
H 2.63 -3.47 -2.41
H 3.53 -0.80 1.66
H 2.63 -2.23 2.15
C -5.35 5.87 2.12
O -4.27 4.99 1.79
C -3.82 4.12 2.70
C -4.26 4.01 4.01
C -3.71 3.06 4.85
C -2.70 2.22 4.40
C -2.25 2.31 3.10
C -2.81 3.25 2.24
N -2.43 3.42 0.90
C -1.72 2.64 0.14
C -1.34 2.96 -1.20
C -1.69 4.18 -1.81
C -1.27 4.51 -3.07
C -0.48 3.62 -3.79
C -0.13 2.41 -3.25
C -0.53 2.05 -1.96
O -0.15 0.84 -1.50
H -6.24 5.31 2.37
H -5.53 6.47 1.24
H -5.08 6.52 2.96
H -5.04 4.67 4.37
H -4.06 2.99 5.87
H -2.24 1.49 5.06
H -1.44 1.67 2.79
H -2.80 4.28 0.50
H -1.41 1.70 0.56
H -2.32 4.87 -1.27
H -1.55 5.46 -3.50
H -0.15 3.88 -4.79
H 0.47 1.70 -3.81
```

Charges per atom according to Mulliken partitioning, unit e:
1. Re 1.248
2. N -0.675
3. C -0.308
4. C 0.293
5. O -0.452
6. N 0.077
7. C -0.270
8. C 0.328
9. O -0.467
10. O -0.611
11. H 0.383
12. H 0.346
13. H 0.276
14. H 0.398
15. H 0.328
16. H 0.410
17. C -0.902
18. O -0.439
19. C 1.112
20. C -0.508
21. C -0.626
22. C -1.087
23. C -0.264
24. C -0.057
25. N 0.151
26. C 0.308
27. C 0.756
28. C -0.642
29. C -0.874
30. C -0.700
31. C -0.434
32. C 0.665
33. O -0.629
34. H 0.382
35. H 0.253
36. H 0.383
37. H 0.450
38. H 0.411
39. H 0.423
40. H 0.433
41. H 0.223
42. H 0.273
43. H 0.390
44. H 0.429
45. H 0.425
46. H 0.390